# 1
{
  "formula": "C25H56BrI2N4O5PS2Si",
  "method": "ωB97M-V/def2-TZVPD",
  "species": ["C", "C", "N", "C", "C", "C", "S", "S", "C", "C", "C", "Si", "C", "C", "O", "Br", "P", "N", "C", "I", "C", "C", "I", "H", "H", "H", "H", "H", "H", "H", "H", "H", "H", "H", "H", "H", "H", "H", "H", "H", "H", "H", "H", "H", "H", "H", "H", "H", "H", "C", "O", "C", "C", "N", "C", "C", "O", "C", "H", "H", "H", "H", "H", "H", "H", "H", "H", "H", "H", "H", "H", "H", "H", "C", "O", "C", "C", "N", "C", "C", "O", "C", "H", "H", "H", "H", "H", "H", "H", "H", "H", "H", "H", "H", "H", "H", "H"],
  "xyz": [[1.594120, 2.664184, 3.900794], [2.248151, 3.710637, 2.955779], [1.600039, 3.705035, 1.623723], [2.291371, 2.811852, 0.661198], [1.594752, 1.457262, 0.420255], [1.539311, 5.035267, 1.084965], [2.902734, 5.932000, 0.967158], [0.014636, 5.716360, 0.467768], [-1.306366, 5.580153, 1.761052], [-2.662618, 5.536710, 1.006032], [-3.736681, 4.554945, 1.590868], [-3.616285, 2.859748, 0.777618], [-3.717630, 2.968019, -1.132245], [-2.374064, 3.138557, -1.787377], [-1.461952, 2.388284, -1.725607], [-2.151369, 4.768591, -2.896811], [-1.615379, 2.096910, 1.458032], [-1.620862, 2.238086, 3.049034], [-4.898729, 1.622552, 1.447258], [-4.327259, -0.327917, 0.673056], [-6.380949, 1.975220, 1.118347], [-7.300264, 1.152616, 2.087267], [-7.026518, 1.395958, -0.885611], [1.244938, 1.782566, 3.358745], [2.383938, 2.324887, 4.585236], [0.755994, 3.118548, 4.432099], [3.328409, 3.514993, 2.908354], [2.091345, 4.698341, 3.399742], [2.338661, 3.335471, -0.300450], [3.325990, 2.611866, 0.977741], [2.299532, 0.622895, 0.118319], [1.046263, 1.103160, 1.306313], [0.844184, 1.530589, -0.365344], [-1.132638, 4.755617, 2.463364], [-1.252756, 6.541989, 2.281899], [-3.110668, 6.535142, 0.950574], [-2.425198, 5.278691, -0.038227], [-3.524997, 4.465609, 2.666012], [-4.714329, 5.026869, 1.432114], [-4.418193, 3.760415, -1.417532], [-4.108086, 1.999927, -1.479058], [-1.455851, 0.745359, 1.070610], [-0.627473, 2.870046, 0.800222], [-1.486983, 1.337206, 3.496066], [-4.752251, 1.545899, 2.530759], [-6.599429, 3.039918, 1.234297], [-6.738103, 0.826760, 2.971477], [-8.190868, 1.709116, 2.388597], [-7.575473, 0.229821, 1.567331], [0.720078, 0.762107, -3.819770], [2.081882, 1.127893, -3.681111], [2.378792, 1.718089, -2.418574], [3.370224, 0.835117, -1.662019], [2.773583, -0.453188, -1.224058], [3.796715, -1.377741, -0.738812], [4.832109, -1.889843, -1.738662], [4.286417, -2.720916, -2.748374], [3.842478, -2.041350, -3.911104], [0.581466, 0.376775, -4.829297], [0.446186, -0.024339, -3.106588], [0.065428, 1.627333, -3.680421], [1.483642, 1.901745, -1.849334], [2.850815, 2.685777, -2.614645], [3.739840, 1.365312, -0.787498], [4.210513, 0.664161, -2.345258], [2.294279, -0.862285, -2.017655], [3.267040, -2.248217, -0.341344], [4.318400, -0.914021, 0.105124], [5.528874, -2.521005, -1.179274], [5.434501, -1.086336, -2.176202], [4.442811, -1.153718, -4.123576], [2.787723, -1.763874, -3.827077], [3.931826, -2.729836, -4.752231], [2.102333, -4.746643, -2.047940], [1.104325, -5.753567, -2.087763], [1.523781, -7.007947, -1.562057], [0.708055, -7.314085, -0.319134], [1.087274, -6.395662, 0.748056], [0.218053, -6.410935, 1.920580], [-1.207918, -5.891672, 1.732704], [-1.260762, -4.507914, 1.416500], [-1.216950, -4.230576, 0.024392], [1.693644, -3.850464, -2.512745], [2.370303, -4.507470, -1.012990], [2.995471, -5.048808, -2.598177], [2.594951, -7.026267, -1.342952], [1.325341, -7.766908, -2.324780], [0.886960, -8.343824, 0.003544], [-0.353048, -7.217096, -0.586544], [1.088025, -5.455672, 0.375515], [0.701369, -5.782206, 2.672859], [0.182338, -7.423948, 2.333653], [-1.722950, -6.006943, 2.691155], [-1.781675, -6.478668, 1.006830], [-1.705627, -5.014388, -0.558973], [-0.189632, -4.098719, -0.320508], [-1.743431, -3.289986, -0.145273]],
  "forces_ev_per_a": [[0.779, 0.255, -0.306], [-0.830, -0.642, 0.659], [-0.010, 0.775, -0.084], [-0.588, -0.784, -0.416], [0.168, -0.558, 1.102], [0.755, 0.224, 0.522], [-0.489, 0.043, -0.300], [0.198, -0.345, 0.139], [0.012, 0.366, -0.323], [-0.006, -0.449, -0.317], [0.675, 0.469, -0.203], [0.061, -0.012, -0.003], [-0.005, 0.325, -0.086], [-0.226, 0.101, -0.055], [0.008, -0.103, 0.144], [-0.176, -0.205, 0.189], [0.088, -0.285, 1.045], [-0.267, 0.092, -0.341], [-0.016, 0.543, -1.091], [-0.037, 0.090, 0.473], [-0.282, -1.435, 1.180], [0.399, -0.125, -0.524], [0.018, 0.758, 0.156], [-0.015, 0.225, 0.044], [-0.403, 0.113, 0.184], [0.068, -0.312, -0.019], [-0.156, 0.224, -0.330], [0.214, -0.165, -0.105], [0.159, -0.073, 0.177], [-0.152, 0.384, 0.133], [-1.460, 1.392, 0.928], [0.335, 0.224, -0.010], [-0.077, -0.080, 0.270], [-0.039, 0.021, -0.253], [0.110, -0.394, 0.244], [0.269, -0.107, 0.122], [-0.285, 0.055, 0.163], [-0.405, -0.165, -0.163], [0.024, -0.303, 0.195], [0.177, -0.208, -0.086], [0.101, 0.183, 0.064], [0.151, 0.411, -0.541], [-0.135, -0.265, -0.042], [0.096, 0.138, 0.093], [-0.131, 0.017, -0.209], [0.322, -0.091, -0.227], [-0.146, 0.372, -0.046], [0.083, -0.148, -0.142], [-0.244, 0.160, 0.328], [0.094, 0.048, -0.094], [-0.147, -0.114, 0.079], [0.740, -0.151, -0.479], [-0.218, -0.517, -0.756], [1.062, 0.193, -1.093], [-0.310, -0.274, -0.146], [0.169, -0.197, 0.321], [0.093, 0.275, -0.064], [-0.119, -0.287, -0.022], [0.075, 0.007, 0.001], [-0.115, 0.070, 0.047], [-0.029, -0.089, 0.057], [-0.252, -0.005, -0.197], [0.062, -0.013, 0.029], [0.208, -0.001, -0.051], [0.033, 0.116, 0.077], [-0.012, -0.045, 0.029], [0.096, -0.032, 0.042], [0.010, 0.061, -0.028], [-0.012, -0.012, -0.017], [-0.126, 0.043, -0.086], [-0.044, 0.043, 0.058], [0.034, 0.184, -0.062], [0.045, -0.020, 0.039], [-0.160, -0.150, -0.002], [0.227, 0.138, -0.023], [-0.425, -0.212, -0.093], [0.131, 0.262, 0.059], [-0.097, -0.178, 0.070], [0.103, 0.178, -0.096], [0.033, -0.044, 0.431], [-0.094, -0.267, -0.290], [-0.004, 0.291, 0.249], [-0.047, -0.054, -0.033], [0.196, 0.033, -0.048], [0.054, 0.055, 0.063], [-0.015, 0.147, 0.064], [0.017, -0.007, 0.013], [0.009, 0.017, 0.032], [-0.011, -0.149, -0.094], [0.076, 0.004, -0.010], [-0.091, -0.019, 0.062], [-0.026, -0.027, -0.083], [-0.003, 0.064, -0.010], [0.097, 0.046, -0.132], [0.067, -0.029, -0.033], [-0.032, -0.081, -0.169], [-0.032, -0.011, 0.056]],
  "homo_lumo_gap_ha": 0.289
}

***

# 2
{
  "formula": "C25H57AlF3NO19S6",
  "method": "ωB97M-V/def2-TZVPD",
  "species": ["N", "H", "H", "H", "H", "Al", "C", "F", "F", "F", "S", "O", "O", "O", "C", "C", "C", "O", "H", "H", "H", "H", "H", "H", "H", "O", "S", "O", "O", "C", "C", "C", "H", "H", "H", "H", "H", "H", "H", "H", "O", "S", "O", "O", "C", "C", "C", "H", "H", "H", "H", "H", "H", "H", "H", "O", "S", "O", "O", "C", "C", "C", "H", "H", "H", "H", "H", "H", "H", "H", "O", "S", "O", "O", "C", "C", "C", "H", "H", "H", "H", "H", "H", "H", "H", "O", "S", "O", "O", "C", "C", "C", "H", "H", "H", "H", "H", "H", "H", "H", "C", "C", "C", "C", "C", "C", "H", "H", "H", "H", "H", "H"],
  "xyz": [[-2.975627, -3.656023, -0.721530], [-3.309822, -4.371980, -1.359518], [-2.192167, -3.017763, -0.972324], [-2.676714, -4.117847, 0.144505], [-3.764747, -3.103663, -0.349443], [1.211511, -4.057764, 1.748411], [0.390461, 0.259111, -0.749535], [1.325801, -0.480296, -1.338384], [0.932393, 1.002191, 0.203833], [-0.199018, 1.071551, -1.628766], [-0.909677, -0.804539, 0.021448], [-0.161873, -1.915761, 0.639020], [-1.545740, 0.048372, 0.989180], [-1.759498, -1.249987, -1.082900], [1.786599, -5.428563, -3.177456], [1.386351, -4.187726, -2.191911], [0.486030, -3.241865, -2.954100], [0.880232, -4.639051, -1.118734], [0.970717, -6.141482, -3.257190], [2.726084, -5.881940, -2.874469], [1.971157, -5.060952, -4.188272], [2.421727, -3.804840, -1.983723], [-0.532782, -3.619750, -3.068619], [0.849546, -3.087796, -3.969762], [0.398871, -2.290638, -2.432485], [3.070160, 2.390749, -5.885631], [1.858981, 1.824427, -5.443799], [0.792487, 1.627444, -6.362981], [2.106968, 0.398949, -4.742478], [3.484279, -0.033922, -4.660362], [3.783594, -0.926792, -5.855473], [1.268077, 2.653047, -4.011866], [3.538874, -0.660685, -3.765932], [4.220866, 0.762706, -4.597053], [3.056569, -1.703605, -6.087266], [4.716147, -1.495889, -5.730675], [4.000745, -0.325341, -6.740513], [0.339658, 2.220714, -3.658429], [1.262735, 3.733077, -4.138350], [2.013513, 2.482179, -3.227897], [2.316490, 5.742948, -0.907614], [2.532810, 4.559452, -0.150658], [3.286654, 3.514265, -0.756619], [3.242309, 4.999852, 1.179058], [3.854779, 3.954873, 1.968988], [3.839695, 4.336850, 3.432819], [0.966219, 4.008991, 0.497264], [4.872949, 3.852820, 1.596987], [3.326630, 3.008043, 1.834452], [2.967362, 4.943445, 3.681393], [4.649464, 5.058271, 3.589745], [4.027165, 3.495537, 4.090966], [0.638724, 4.886888, 1.045189], [1.272520, 3.288799, 1.260234], [0.398738, 3.522227, -0.282411], [-5.618458, -2.224992, -0.804755], [-6.136587, -1.279040, -1.745127], [-7.482059, -1.283329, -2.183398], [-5.885517, 0.161365, -1.127209], [-4.734025, 0.368725, -0.302154], [-4.586571, 1.846884, -0.036322], [-5.071605, -1.105551, -3.162932], [-3.825351, 0.010244, -0.796595], [-4.807858, -0.199379, 0.627013], [-3.595108, 2.001233, 0.398190], [-5.249436, 2.136933, 0.780235], [-4.715416, 2.422114, -0.946290], [-4.292118, -0.364972, -3.027758], [-5.692825, -0.906752, -4.030769], [-4.598350, -2.075142, -3.343599], [-1.157184, -3.299688, 3.205197], [-2.532429, -2.917430, 3.126523], [-3.135614, -2.952684, 1.830570], [-3.262300, -3.845643, 4.131924], [-4.706941, -3.710894, 4.264649], [-5.195251, -4.872973, 5.107622], [-2.694978, -1.312816, 3.826934], [-5.137122, -3.801343, 3.266884], [-5.040108, -2.790950, 4.745865], [-4.817036, -5.820993, 4.715450], [-6.276031, -4.965556, 5.013621], [-4.855630, -4.810679, 6.138269], [-3.704852, -0.918577, 3.762301], [-2.143229, -0.716627, 3.088300], [-2.218896, -1.323216, 4.799577], [3.087131, 0.678210, 1.157075], [3.825520, -0.471542, 0.768564], [3.268769, -1.788490, 0.832436], [4.192008, -0.334136, -0.749927], [4.946304, 0.819772, -1.220620], [6.237451, 0.336065, -1.864614], [5.421343, -0.477657, 1.556380], [5.165826, 1.549709, -0.442918], [4.284603, 1.247147, -1.969832], [6.721224, -0.387431, -1.208384], [6.902141, 1.138499, -2.168341], [5.977511, -0.232847, -2.762124], [5.734452, 0.549253, 1.703354], [6.065719, -0.967933, 0.828339], [5.394659, -1.120387, 2.429688], [-0.595588, 3.867669, 3.892054], [-1.292721, 4.696618, 4.799359], [-2.621436, 4.426676, 5.137661], [-3.298593, 3.402905, 4.490778], [-2.666547, 2.659963, 3.484529], [-1.299347, 2.872358, 3.261779], [0.484479, 3.867011, 3.828469], [-0.703777, 5.497759, 5.229732], [-3.080713, 5.028031, 5.909132], [-4.342284, 3.271601, 4.748271], [-3.217684, 1.901864, 2.945634], [-0.837573, 2.179740, 2.562900]],
  "forces_ev_per_a": [[-0.024, -0.508, 1.602], [0.168, 0.339, -0.443], [-0.574, 0.197, -0.541], [0.068, -0.077, -0.095], [-0.190, 0.343, -0.691], [-0.602, 1.152, -0.103], [-0.771, 0.307, 0.691], [0.047, 0.129, -0.282], [-0.345, -0.142, -0.478], [0.255, -0.184, -0.195], [-0.038, -0.529, 0.759], [0.245, -0.375, -0.430], [-0.086, 0.121, -0.187], [0.476, -0.140, -0.018], [1.215, -2.126, -1.521], [-1.489, 2.890, 0.525], [-0.149, -0.233, -1.125], [0.376, -1.137, 0.414], [-0.183, 0.179, 0.613], [-0.261, -0.064, 0.625], [-0.237, 0.941, 0.356], [0.380, -0.441, -0.344], [0.062, -0.204, 0.193], [0.121, 0.274, 0.117], [0.236, 0.077, 0.218], [1.395, 0.322, -0.132], [-1.966, -0.270, 0.382], [-0.214, -0.093, -0.047], [0.850, 0.324, -0.066], [-0.159, -1.803, -0.301], [1.270, -0.088, -0.517], [0.821, 0.318, 0.863], [-0.108, 0.321, 0.229], [-0.328, 0.316, 0.035], [-0.470, 0.384, 0.149], [0.001, 0.257, 0.411], [-0.476, -0.012, -0.076], [-0.206, 0.140, -0.374], [-0.396, -0.034, -0.379], [0.036, -0.047, -0.094], [-0.151, 0.198, 0.095], [-0.521, 1.022, -0.631], [0.177, -1.133, -0.102], [0.028, 0.068, 0.465], [-0.007, -0.521, 0.257], [0.787, 1.483, -0.344], [1.861, -0.266, 0.771], [0.008, -0.186, 0.015], [0.030, 0.091, -0.262], [-0.349, -0.604, 0.125], [0.066, -0.184, 0.141], [-0.305, -0.114, 0.035], [-0.843, 0.026, -0.485], [-0.351, -0.272, -0.133], [-0.457, 0.396, 0.006], [0.425, -1.048, 0.219], [0.445, 2.349, -0.519], [-0.116, -0.526, 0.162], [-0.640, -0.133, 0.248], [0.888, 0.025, 0.119], [0.143, -0.398, 0.929], [0.146, -1.335, -0.374], [-0.208, -0.100, -0.237], [-0.256, -0.023, -0.052], [0.149, 0.060, -0.377], [-0.411, 0.318, -0.467], [-0.067, 0.221, 0.098], [-0.118, 0.150, 0.205], [-0.075, 0.308, 0.093], [-0.016, 0.058, 0.024], [1.000, -0.480, -0.094], [0.044, 0.711, 0.860], [-0.529, -0.156, -0.425], [-0.174, 0.074, 0.184], [-1.052, -1.066, 0.035], [0.409, -0.597, -0.413], [0.422, 0.230, -1.269], [0.043, 0.264, -0.011], [0.615, 0.303, -0.198], [0.139, 0.131, -0.083], [-0.060, 0.318, 0.353], [-0.265, 0.164, 0.088], [-0.211, -0.370, 0.412], [0.249, 0.101, 0.357], [-0.158, 0.153, 0.135], [0.193, -0.086, 0.788], [0.965, 0.516, -0.559], [-0.660, -0.817, 0.435], [0.314, -0.264, 0.113], [0.423, 0.290, -0.799], [-0.746, -0.865, -0.233], [-0.181, -0.470, -0.777], [-0.478, -0.088, 0.178], [0.099, 0.442, 0.199], [0.360, 0.289, 0.060], [0.016, 0.125, 0.243], [0.096, 0.074, -0.041], [0.055, -0.029, 0.353], [0.165, 0.049, 0.095], [-0.129, 0.370, 0.312], [-0.679, -0.296, 0.771], [0.942, -0.427, -0.369], [0.543, 0.133, -0.240], [-0.214, 0.477, -0.085], [-0.025, 0.539, 0.899], [-0.286, -0.903, -0.864], [-0.013, 0.511, -0.253], [-0.397, 0.068, 0.336], [-0.221, -0.035, -0.085], [0.018, -0.281, -0.134], [0.098, -0.045, -0.082], [0.256, 0.190, 0.043]],
  "homo_lumo_gap_ha": 0.051,
  "charge": 2
}

***

What did we get for E_LUMO? Answer: -0.3437; -11.6854 eV, in the order shown.
What did we get for strongest force on any atom? Answer: 2.22; 3.29 eV/A, in the order shown.